(1)
Formula: C5H13NSi
Source: the Open Molecules 2025 dataset
Level of theory: wB97M-V/def2-TZVPD

Computed properties:
- ΔE to the lowest compared entry with this formula, charge and spin (kcal per mole) = 95.3
- highest occupied orbital energy (spin up / spin down) (eV) = -6.179 / -7.632

Positions of all 20 atoms, in Å:
C  2.37920  -0.39283  -0.02150
C  1.45378  0.20907  1.11055
C  1.87420  -0.02470  -1.40847
C  -1.53476  1.73442  -0.34483
C  -2.27202  -1.47288  -0.11922
N  0.13558  -0.33642  1.19560
Si  -1.02656  -0.05926  -0.11481
H  3.43699  0.05822  -0.05966
H  2.32996  -1.40850  0.18776
H  1.77876  -0.08039  2.15998
H  1.55795  1.19365  0.84288
H  1.49428  0.95882  -1.54653
H  1.33383  -0.63351  -2.05822
H  -0.78853  2.45602  -0.04859
H  -1.72259  2.07490  -1.35440
H  -2.54436  2.05839  0.14031
H  -1.88447  -2.49944  -0.51559
H  -2.56581  -1.79420  0.89806
H  -3.23458  -1.17340  -0.74382
H  0.36264  -1.27456  1.46827

***

(2)
Formula: C5H13O
Source: the Open Molecules 2025 dataset
Level of theory: wB97M-V/def2-TZVPD

Computed properties:
- ΔE to the lowest compared entry with this formula, charge and spin (kcal per mole) = 24.0
- highest occupied orbital energy (eV) = -16.383
- charge = +1

Positions of all 19 atoms, in Å:
C  -0.99590  1.32596  -0.25528
C  -1.63342  -1.12372  0.29265
C  1.08449  -1.04694  -0.86936
C  1.73328  0.56472  0.66892
C  -0.66769  0.13599  0.52820
O  0.76446  -0.40724  0.35382
H  -0.74242  1.36284  -1.39025
H  -0.70059  2.30644  0.23043
H  -2.11084  1.37920  -0.31344
H  -1.76648  -1.21354  -0.73549
H  -2.57000  -0.72463  0.72873
H  -1.17134  -2.01922  0.66082
H  2.07844  -1.28420  -0.73043
H  0.53420  -2.03949  -1.04956
H  0.95643  -0.66612  -1.86397
H  1.61696  0.95715  1.61127
H  2.63660  0.04361  0.70911
H  1.82107  1.49496  -0.04776
H  -0.70796  0.31524  1.71934

***

(3)
Formula: C5H13O2
Source: the Open Molecules 2025 dataset
Level of theory: wB97M-V/def2-TZVPD

Computed properties:
- ΔE to the lowest compared entry with this formula, charge and spin (kcal per mole) = 25.8
- highest occupied orbital energy (eV) = -2.730
- charge = -1

Positions of all 20 atoms, in Å:
C  0.61890  1.27172  0.40277
O  1.79085  1.98149  0.44241
C  0.55643  -0.19721  0.84864
C  -0.67321  -0.77281  0.13230
C  -0.52992  -1.49226  -1.21240
C  -1.87075  -1.63032  -1.90226
H  0.29562  1.27390  -0.65095
H  -0.18685  1.79208  1.01086
H  1.36512  -0.88252  0.56316
H  0.38722  -0.30712  1.91767
H  -1.21055  -1.45677  0.80757
H  -1.53432  -0.08216  0.13355
H  0.37110  -1.13465  -1.72160
H  -0.17995  -2.54957  -1.03121
H  -2.31339  -0.68484  -2.25109
H  -1.82760  -2.33635  -2.74303
H  -2.56641  -2.03539  -1.15498
H  2.70055  3.53491  1.58649
H  2.13962  2.45131  2.30259
O  2.66754  3.25655  2.51951

***

(4)
Formula: C5H13O2Tl
Source: the Open Molecules 2025 dataset
Level of theory: wB97M-V/def2-TZVPD

Computed properties:
- ΔE to the lowest compared entry with this formula, charge and spin (kcal per mole) = 4.4
- highest occupied orbital energy (eV) = -19.847
- charge = +2

Positions of all 21 atoms, in Å:
H  -0.28256  3.23290  -0.38019
C  -1.00214  2.87415  0.36747
C  -0.38622  1.79768  1.23143
H  -1.91557  2.52761  -0.13383
H  -1.28205  3.72050  1.00922
H  -1.09735  1.45992  2.00054
H  0.49831  2.11542  1.79562
O  0.02965  0.62577  0.44323
C  -1.00119  -0.29671  0.09176
C  -0.41928  -1.27705  -0.89643
O  0.83236  -1.73049  -0.37424
C  1.37982  -2.85701  -1.05785
H  -1.84423  0.23160  -0.37142
H  -1.34157  -0.80726  1.00491
H  -0.24682  -0.80555  -1.87542
H  -1.10135  -2.12907  -1.01931
H  2.33327  -3.10111  -0.57841
H  0.69095  -3.70624  -0.96754
H  1.54174  -2.61184  -2.11641
H  2.79330  0.96919  1.29503
Tl  1.82095  -0.23240  0.53184

***

(5)
Formula: C5H13O3Si2
Source: the Open Molecules 2025 dataset
Level of theory: wB97M-V/def2-TZVPD

Computed properties:
- highest occupied orbital energy (spin up / spin down) (eV) = -4.027 / -4.485
- charge = -1

Positions of all 23 atoms, in Å:
C  1.43716  0.92043  0.37013
C  -1.38570  -1.05188  -0.65172
C  -1.90372  1.32007  -0.65623
C  0.43920  0.66542  -0.71264
C  -0.90965  0.32176  -0.19623
O  0.94791  0.94668  1.59064
O  2.49507  1.55575  0.09124
O  0.90705  0.85420  -2.00493
Si  2.58832  -1.63760  0.13492
Si  -0.68876  0.32302  1.70392
H  -0.63467  -1.70179  -0.33332
H  -2.28871  -1.20759  -0.02225
H  -1.60122  -0.93838  -1.69936
H  -2.12438  1.39868  -1.74088
H  -1.66288  2.29821  -0.34883
H  -2.84786  1.05664  -0.23354
H  1.81710  1.07753  -1.79184
H  2.27913  -2.04147  -1.25888
H  4.07656  -1.68792  0.23626
H  2.56589  -2.81313  1.09281
H  -0.41120  -1.10448  2.21969
H  -2.23389  -0.06485  1.63264
H  -0.86075  1.51068  2.57840

***

(6)
Formula: C5H13PS
Source: the Open Molecules 2025 dataset
Level of theory: wB97M-V/def2-TZVPD

Computed properties:
- ΔE to the lowest compared entry with this formula, charge and spin (kcal per mole) = 75.9
- highest occupied orbital energy (eV) = -8.408
- SMILES = CP(C)S.C=CC

Positions of all 20 atoms, in Å:
C  -2.34361  2.16139  -1.87531
C  -0.07772  -1.07438  1.87797
C  2.78372  -1.74255  1.09563
C  -1.61192  1.56077  -0.73888
C  -0.31660  1.40142  -0.61036
P  1.20776  -0.79815  0.54466
S  0.31237  -2.32710  -0.71801
H  -2.96696  1.40515  -2.40076
H  -2.90432  2.99897  -1.47137
H  -1.62430  2.65259  -2.61724
H  0.27230  -0.70530  2.77617
H  -0.92750  -0.47682  1.63827
H  -0.47309  -2.06816  2.02031
H  2.56422  -2.70489  1.32607
H  3.53662  -1.57806  0.34991
H  3.14424  -1.07462  1.84559
H  1.12455  -1.73282  -1.93141
H  -2.09280  1.32109  0.14842
H  0.25085  1.67230  -1.50074
H  0.14221  1.10919  0.24108

***

(7)
Formula: C5H13PS2
Source: the Open Molecules 2025 dataset
Level of theory: wB97M-V/def2-TZVPD

Computed properties:
- ΔE to the lowest compared entry with this formula, charge and spin (kcal per mole) = 36.9
- highest occupied orbital energy (eV) = -8.608
- SMILES = CCP(C)S.CC=S

Positions of all 21 atoms, in Å:
C  1.64288  0.05392  2.73334
C  -3.42882  0.85115  -2.01062
C  1.50616  -0.98949  -1.14289
C  2.36401  0.09922  1.38344
C  -2.66786  1.11489  -0.73715
P  1.09011  0.37076  0.07047
S  2.07379  2.02734  -0.72493
S  -3.18444  2.34571  0.18782
H  0.60313  -0.39880  2.49319
H  2.03416  -0.71674  3.43562
H  1.56098  1.04485  3.07122
H  -4.21346  0.27951  -1.71104
H  -3.91504  1.73733  -2.32489
H  -2.88449  0.37736  -2.88616
H  0.75171  -1.13935  -1.98804
H  2.42243  -0.64157  -1.66335
H  1.66468  -1.88549  -0.66527
H  2.92646  -0.70503  1.10696
H  3.01249  0.91352  1.45004
H  1.04934  2.71524  -1.17068
H  -2.04849  0.34597  -0.42056

***

(8)
Formula: C5H14
Source: the Open Molecules 2025 dataset
Level of theory: wB97M-V/def2-TZVPD

Computed properties:
- ΔE to the lowest compared entry with this formula, charge and spin (kcal per mole) = 41.3
- highest occupied orbital energy (spin up / spin down) (eV) = 1.473 / -7.127
- expectation value of S² = 0.751
- charge = -1
- multiplicity = 2

Positions of all 19 atoms, in Å:
C  0.57594  -1.45167  2.45088
C  0.67182  -2.27346  1.18956
H  1.52114  -1.45256  3.18942
H  0.56671  -0.41676  2.10601
H  -0.23584  -1.93599  2.98722
H  1.64927  -2.10603  0.55853
H  -0.31459  -2.08438  0.59002
H  0.52603  -3.23757  1.51866
C  0.17833  1.47778  -1.38549
C  -0.54793  0.31781  -1.99706
C  -0.86760  2.13541  -0.43939
H  1.07494  1.31779  -0.81030
H  0.40283  2.02645  -2.19350
H  -1.53321  0.65903  -2.36047
H  -1.73085  2.54390  -1.03365
H  -0.58410  -0.51633  -1.09164
H  0.04031  -0.16842  -2.80245
H  -1.19316  1.27829  0.14568
H  -0.25283  2.85733  0.28549

***

(9)
Formula: C5H14
Source: the Open Molecules 2025 dataset
Level of theory: wB97M-V/def2-TZVPD

Computed properties:
- ΔE to the lowest compared entry with this formula, charge and spin (kcal per mole) = 46.2
- highest occupied orbital energy (spin up / spin down) (eV) = 1.390 / -7.169
- expectation value of S² = 0.750
- charge = -1
- multiplicity = 2

Positions of all 19 atoms, in Å:
C  2.09958  0.84967  -0.21725
C  1.18430  1.96642  0.57381
C  1.77745  0.74787  -1.69865
H  1.74618  -0.03224  0.16880
H  3.22844  1.19831  0.12087
H  1.54662  2.21472  1.58566
H  1.09178  2.92370  0.09833
H  1.95748  1.52275  -2.46746
H  0.71526  0.99683  -1.78449
H  0.29574  1.33983  0.82355
H  2.12995  -0.20225  -2.21624
C  -2.53035  -1.75838  -0.01677
C  -1.98901  -1.57596  1.33940
H  -3.18933  -1.04237  -0.55453
H  -1.55370  -1.69700  -0.63407
H  -3.17962  -2.67176  -0.13823
H  -1.18830  -2.44133  1.39823
H  -1.46117  -0.67061  1.38159
H  -2.68131  -1.66821  2.23746

***

(10)
Formula: C5H14
Source: the Open Molecules 2025 dataset
Level of theory: wB97M-V/def2-TZVPD

Computed properties:
- ΔE to the lowest compared entry with this formula, charge and spin (kcal per mole) = 59.1
- highest occupied orbital energy (spin up / spin down) (eV) = 1.407 / -6.712
- expectation value of S² = 0.750
- charge = -1
- multiplicity = 2

Positions of all 19 atoms, in Å:
C  1.79730  1.09683  -0.95675
C  2.16344  0.46126  0.51158
H  0.75336  1.17687  -0.86397
H  2.23282  1.93087  -1.42191
H  1.75654  0.35217  -1.66012
H  3.21274  0.03271  0.49715
H  1.38842  -0.28905  1.22648
H  2.04877  1.14569  1.37422
C  -1.32868  0.13788  0.00209
C  -2.41440  -0.47848  0.85031
C  -0.39027  -1.10842  -0.54441
H  -1.72790  0.79986  -0.82367
H  -0.82824  0.87984  0.68938
H  -3.15740  -1.05517  0.20563
H  -0.95450  -2.02917  -0.36153
H  -0.32011  -0.84924  -1.63676
H  -2.83159  0.18558  1.50416
H  -1.98337  -1.19599  1.47966
H  0.58306  -1.19404  -0.07153

***

(11)
Formula: C5H14
Source: the Open Molecules 2025 dataset
Level of theory: wB97M-V/def2-TZVPD

Computed properties:
- ΔE to the lowest compared entry with this formula, charge and spin (kcal per mole) = 38.5
- highest occupied orbital energy (eV) = -10.995
- SMILES = CCC.CC

Positions of all 19 atoms, in Å:
C  -1.91911  2.25975  -0.48703
C  -2.03354  1.60633  0.97633
H  -1.10315  1.70959  -1.04472
H  -2.76393  1.92112  -1.12107
H  -1.63235  3.33759  -0.57075
H  -2.88833  2.04062  1.47387
H  -1.14005  1.78602  1.72551
H  -1.92284  0.53280  1.20155
C  0.85313  -1.23541  0.08990
C  1.78779  -0.28548  -0.63861
C  1.42131  -2.57858  0.03970
H  0.72747  -0.88349  1.16082
H  -0.21161  -1.15021  -0.36948
H  1.82214  -0.46687  -1.71133
H  1.73421  -2.96849  0.99735
H  0.69763  -3.25603  -0.43772
H  2.88551  -0.27693  -0.20660
H  1.24272  0.63343  -0.66090
H  2.44301  -2.72575  -0.41683

***

(12)
Formula: C5H14
Source: the Open Molecules 2025 dataset
Level of theory: wB97M-V/def2-TZVPD

Computed properties:
- ΔE to the lowest compared entry with this formula, charge and spin (kcal per mole) = 9.7
- highest occupied orbital energy (eV) = -11.257
- SMILES = CCC.CC

Positions of all 19 atoms, in Å:
C  0.91197  0.46653  1.56596
C  1.86305  -0.22145  0.57917
C  0.19232  -0.50292  2.53268
H  1.38394  1.26500  2.13355
H  0.14092  0.94219  0.95422
H  1.53515  -0.17776  -0.45988
H  0.60124  -1.50964  2.51019
H  0.30240  -0.15774  3.56480
H  -0.87562  -0.52561  2.33353
H  2.89704  0.11532  0.63117
H  1.90240  -1.30463  0.72332
C  -0.72198  0.21989  -2.55753
C  -2.13425  0.07898  -1.93605
H  -0.70723  0.94081  -3.37205
H  -0.01285  0.52031  -1.79223
H  -0.45065  -0.75348  -2.96288
H  -2.87847  0.18128  -2.72821
H  -2.34580  0.87804  -1.23247
H  -2.23803  -0.91686  -1.51727

***

| no. | strongest force on any atom (hartree/bohr) | calculated total energy (Eh) |
| --- | --- | --- |
| 1 | 0.059 | -542.4174 |
| 2 | 0.088 | -273.1820 |
| 3 | 0.044 | -348.7587 |
| 4 | 0.110 | -520.4766 |
| 5 | 0.064 | -1002.9221 |
| 6 | 0.082 | -937.7558 |
| 7 | 0.082 | -1335.9628 |
| 8 | 0.080 | -198.7667 |
| 9 | 0.118 | -198.7588 |
| 10 | 0.085 | -198.7384 |
| 11 | 0.063 | -198.8278 |
| 12 | 0.022 | -198.8736 |